{"formula": "C35H56CoN4O6S", "method": "the ωB97M-V functional and the def2-TZVPD basis", "largest_force_ev_per_a": 1.0, "lumo_ha": [-0.0142, -0.0524], "homo_ev": [-6.85, -7.26], "multiplicity": 2, "total_charge": 0, "symbols": ["Co", "C", "C", "C", "C", "C", "C", "C", "N", "C", "C", "C", "C", "C", "C", "O", "C", "C", "C", "C", "C", "C", "C", "C", "C", "O", "C", "C", "C", "C", "C", "C", "H", "H", "H", "H", "H", "H", "H", "H", "H", "H", "H", "H", "H", "H", "H", "H", "H", "H", "H", "H", "H", "H", "H", "H", "H", "H", "H", "H", "H", "H", "H", "H", "H", "H", "H", "H", "H", "H", "H", "H", "C", "C", "C", "C", "C", "N", "H", "H", "H", "H", "H", "H", "H", "H", "H", "C", "S", "O", "O", "O", "H", "H", "H", "N", "C", "N", "O", "H", "H", "H", "H"], "positions_angstrom": [[-0.238, 0.261, 0.006], [2.228, -6.715, -1.553], [2.459, -5.642, -0.488], [3.945, -5.259, -0.513], [2.113, -6.236, 0.887], [1.587, -4.401, -0.710], [1.796, -3.279, 0.057], [0.953, -2.165, -0.093], [1.018, -0.971, 0.563], [1.683, -0.570, 1.686], [2.416, -1.363, 2.591], [3.054, -0.768, 3.649], [2.994, 0.641, 3.760], [2.252, 1.462, 2.933], [1.501, 0.826, 1.916], [0.658, 1.458, 1.132], [2.245, 2.985, 3.075], [3.236, 3.459, 4.138], [0.841, 3.474, 3.456], [2.657, 3.614, 1.733], [3.829, -1.568, 4.697], [3.207, -1.321, 6.080], [5.296, -1.117, 4.711], [3.792, -3.070, 4.417], [-0.096, -2.159, -1.065], [-0.817, -1.065, -1.169], [-0.286, -3.290, -1.884], [0.550, -4.374, -1.664], [-1.341, -3.277, -2.992], [-1.378, -4.594, -3.765], [-0.999, -2.149, -3.982], [-2.733, -3.029, -2.391], [2.907, -7.552, -1.379], [2.422, -6.326, -2.555], [1.209, -7.103, -1.523], [4.567, -6.151, -0.410], [4.204, -4.580, 0.301], [4.198, -4.767, -1.455], [2.717, -7.125, 1.087], [1.059, -6.517, 0.927], [2.299, -5.508, 1.680], [2.631, -3.231, 0.738], [2.435, -2.433, 2.465], [3.558, 1.107, 4.558], [2.957, 3.114, 5.137], [3.241, 4.551, 4.158], [4.252, 3.123, 3.919], [0.553, 3.082, 4.438], [0.102, 3.164, 2.719], [0.827, 4.565, 3.513], [3.648, 3.261, 1.434], [2.690, 4.703, 1.824], [1.946, 3.355, 0.950], [3.258, -0.266, 6.357], [3.731, -1.899, 6.844], [2.155, -1.621, 6.084], [5.388, -0.053, 4.932], [5.759, -1.299, 3.738], [5.857, -1.670, 5.469], [2.768, -3.450, 4.398], [4.330, -3.602, 5.204], [4.273, -3.309, 3.465], [0.406, -5.251, -2.278], [-0.422, -4.804, -4.251], [-2.141, -4.528, -4.542], [-1.636, -5.434, -3.115], [-0.012, -2.314, -4.420], [-0.998, -1.183, -3.478], [-1.736, -2.122, -4.789], [-3.000, -3.832, -1.700], [-3.481, -3.002, -3.188], [-2.763, -2.082, -1.856], [-0.802, 2.430, -4.140], [0.323, 2.927, -3.221], [1.590, 3.241, -4.024], [-0.141, 4.159, -2.428], [0.621, 1.856, -2.261], [0.857, 1.020, -1.514], [-1.004, 3.192, -4.894], [-1.710, 2.251, -3.563], [-0.519, 1.503, -4.643], [1.358, 4.019, -4.752], [1.949, 2.359, -4.557], [2.388, 3.598, -3.372], [-0.428, 4.940, -3.133], [0.665, 4.536, -1.795], [-0.996, 3.925, -1.795], [-3.982, 1.234, 0.449], [-2.604, 2.310, 0.163], [-3.052, 3.383, -0.689], [-2.106, 2.712, 1.466], [-1.626, 1.455, -0.598], [-4.562, 1.651, 1.269], [-3.587, 0.251, 0.705], [-4.570, 1.195, -0.466], [-0.865, -1.451, 3.493], [-1.188, -0.383, 2.736], [-1.374, 0.798, 3.341], [-1.364, -0.532, 1.505], [-0.821, -1.405, 4.494], [-0.799, -2.344, 3.039], [-1.056, 0.940, 4.283], [-1.450, 1.606, 2.719]]}